[1]
19
Properties=species:S:1:pos:R:3:nbo_charge:R:1 method="wB97M-V/def2-TZVPD" total_energy_ev=-10482.9729 relative_energy_kcal_mol=50.0 smiles="C/C=C/CO.O.O"
C -1.330 -1.482 -1.829 -0.66
C 0.304 1.384 0.226 -0.11
O 1.551 2.105 0.345 -0.72
C 0.269 0.474 -0.989 -0.23
C -0.358 -0.705 -0.915 -0.17
H -2.085 -0.793 -2.195 0.22
H -1.870 -2.095 -1.086 0.21
H -0.813 -2.207 -2.451 0.23
H -0.585 2.016 0.147 0.18
H 0.083 0.737 1.087 0.19
H 2.042 1.358 0.699 0.48
H 0.233 1.010 -1.942 0.18
H -0.075 -1.374 -0.088 0.18
H -2.017 0.115 1.425 0.47
H -2.399 1.380 2.238 0.47
O -1.991 0.518 2.300 -0.94
H 3.265 -1.338 1.535 0.48
H 2.929 -0.586 0.272 0.47
O 2.846 -0.516 1.220 -0.95

[2]
19
Properties=species:S:1:pos:R:3:nbo_charge:R:1 method="wB97M-V/def2-TZVPD" total_energy_ev=-10478.3351 relative_energy_kcal_mol=156.9
C -2.082 -0.431 0.156 0.27
C -0.905 0.312 0.244 0.39
C -1.022 1.786 0.609 -0.72
C 0.458 -0.303 0.136 -0.74
O -3.261 -0.109 0.269 -0.38
H -1.859 -1.483 -0.045 0.14
H -3.517 -1.240 -2.922 0.01
H -0.658 2.394 -0.197 0.28
H -2.106 1.959 0.742 0.25
H -0.480 2.035 1.590 0.29
H 1.061 0.231 -0.568 0.33
H 1.014 -0.374 1.102 0.37
H 0.369 -1.344 -0.229 0.27
H 3.525 -2.017 -0.738 0.44
H -3.615 -0.941 -2.193 -0.01
O 2.742 -1.493 -0.423 -1.08
H 4.057 0.672 1.197 0.45
H 3.104 -0.274 0.358 0.50
O 3.176 0.620 0.911 -1.05

[3]
19
Properties=species:S:1:pos:R:3:nbo_charge:R:1 method="wB97M-V/def2-TZVPD" total_energy_ev=-10474.3935 relative_energy_kcal_mol=43.1 total_charge=+1 multiplicity=2 s_squared=0.76
C -2.526 -0.584 1.598 -0.72
C 1.221 -1.539 0.885 -0.16
O 1.933 -0.517 0.193 -0.61
C 0.085 -0.829 1.561 0.07
C -1.175 -0.718 1.017 0.12
H -3.395 -0.948 1.041 0.29
H -2.717 0.468 1.852 0.31
H -2.566 -1.181 2.510 0.27
H 1.916 -2.014 1.583 0.23
H 0.989 -2.350 0.201 0.22
H 2.837 -0.509 0.536 0.51
H 0.323 -0.415 2.539 0.24
H -1.009 -0.957 -0.049 0.24
H -2.039 1.791 -5.101 0.47
H -2.354 0.408 -5.058 0.46
O -1.771 1.027 -4.599 -0.93
H 1.307 1.931 0.244 0.46
H 1.892 3.108 0.923 0.47
O 2.174 2.312 0.456 -0.93

[4]
20
Properties=species:S:1:pos:R:3:nbo_charge:R:1 method="wB97M-V/def2-TZVPD" total_energy_ev=-12529.6967 relative_energy_kcal_mol=24.8 total_charge=-2
C -0.704 0.609 -0.066 -0.42
C -0.009 1.529 0.946 -0.44
C -0.934 2.653 1.480 -0.02
O -0.291 3.817 1.894 -1.02
C -0.157 -0.865 -0.053 0.01
O -0.850 -1.749 -0.794 -0.95
H -0.596 0.980 -1.093 0.16
H -1.790 0.611 0.085 0.18
H 0.232 0.905 1.821 0.16
H 0.930 1.927 0.571 0.18
H -1.657 2.990 0.676 0.07
H -1.504 2.244 2.319 0.08
H 0.914 -0.757 -0.398 0.04
H -0.165 -1.090 1.053 0.08
H 3.286 -0.661 -1.443 0.46
H 1.866 -0.449 -1.984 0.49
O 2.764 -0.612 -2.256 -0.96
H -0.715 -4.236 0.138 0.44
H -0.283 -3.191 -0.842 0.51
O -0.325 -4.235 -0.747 -1.05

[5]
20
Properties=species:S:1:pos:R:3:nbo_charge:R:1 method="wB97M-V/def2-TZVPD" total_energy_ev=-12528.5518 relative_energy_kcal_mol=104.7 smiles=C[C@H](O)CO.COO
C -1.840 -0.009 -0.355 0.06
C -1.378 1.306 0.289 -0.07
C -1.713 -1.182 0.608 -0.64
O -1.088 -0.194 -1.540 -0.74
O -1.380 2.339 -0.640 -0.73
H -0.155 -0.270 -1.283 0.48
H -1.205 1.923 -1.502 0.48
H -2.879 0.102 -0.687 0.18
H -1.976 1.600 1.155 0.18
H -0.230 1.082 0.563 0.16
H -0.676 -1.309 0.916 0.21
H -2.323 -1.011 1.493 0.21
H -2.052 -2.094 0.123 0.22
C 3.230 -0.892 0.263 -0.27
O 2.668 0.062 -0.582 -0.30
O 1.265 0.538 0.001 -0.52
H 1.507 1.451 -0.219 0.49
H 2.628 -1.807 0.298 0.18
H 3.392 -0.509 1.278 0.18
H 4.205 -1.124 -0.179 0.21

[6]
20
Properties=species:S:1:pos:R:3:nbo_charge:R:1 method="wB97M-V/def2-TZVPD" total_energy_ev=-12529.9149 relative_energy_kcal_mol=73.3 smiles="C=CC(=C)O.O.O.O"
C -1.078 0.508 1.213 -0.57
C -0.141 1.125 0.467 0.30
O 0.894 1.853 0.869 -0.66
C -0.345 1.495 -0.947 -0.29
C -1.512 1.864 -1.421 -0.33
H -1.270 0.435 2.247 0.22
H -1.891 0.009 0.655 0.20
H 1.188 1.627 1.757 0.49
H 0.567 1.561 -1.524 0.23
H -2.410 1.950 -0.810 0.20
H -1.705 2.215 -2.437 0.21
H 1.205 -2.222 1.035 0.43
H -0.184 -1.822 1.309 0.48
O 0.616 -2.317 1.640 -0.92
H 2.346 -1.417 -0.779 0.47
H 2.586 -1.308 0.705 0.46
O 2.964 -1.035 -0.164 -0.93
H -0.462 -0.707 -1.003 0.49
H -1.096 -2.085 -1.474 0.47
O -0.273 -1.729 -1.340 -0.97

[7]
20
Properties=species:S:1:pos:R:3:nbo_charge:R:1 method="wB97M-V/def2-TZVPD" total_energy_ev=-12531.4312 relative_energy_kcal_mol=38.3 smiles="O=CCCCO.O.O"
O 3.318 -0.643 -1.150 -0.51
C 2.646 -0.190 -0.252 0.44
C 1.172 0.013 -0.287 -0.52
C 0.640 0.243 1.170 -0.41
C -0.819 -0.108 1.322 -0.09
O -1.163 -0.276 2.716 -0.72
H 3.218 0.178 0.624 0.11
H 0.880 0.927 -0.812 0.25
H 0.748 -0.804 -0.843 0.20
H 1.217 -0.410 1.827 0.20
H 0.870 1.286 1.371 0.22
H -1.153 -0.958 0.723 0.15
H -1.424 0.754 1.099 0.21
H -1.245 -1.220 2.889 0.46
H -2.418 0.590 -0.940 0.47
H -3.406 1.566 -1.409 0.47
O -2.944 1.324 -0.595 -0.94
H -0.838 -0.567 -1.685 0.46
H -1.166 -1.234 -2.989 0.48
O -1.338 -0.415 -2.498 -0.94

[8]
24
Properties=species:S:1:pos:R:3:mulliken_spin:R:1 method="wB97M-V/def2-TZVPD" total_energy_ev=-64345.9996 total_charge=+3 multiplicity=7 s_squared=13.03
C 3.118 -0.157 0.772 0.00
C 1.607 -0.021 0.646 -0.03
C 1.107 -0.236 -0.782 0.02
C 0.674 1.044 -1.462 -0.46
O 0.044 -1.254 -0.873 0.00
P -1.300 -1.344 -0.196 0.02
O -1.461 -1.088 1.256 0.05
O -2.022 -2.464 -0.888 0.00
O -2.245 0.062 -0.670 0.02
P -2.889 0.637 0.649 -0.12
S -4.295 -0.402 1.613 0.93
H 3.465 -1.031 0.232 0.00
H 3.651 0.717 0.420 0.00
H 3.397 -0.316 1.805 0.00
H 1.348 1.002 0.960 0.03
H 1.128 -0.729 1.312 0.00
H 1.925 -0.625 -1.375 0.00
H 1.531 1.709 -1.547 0.01
H 0.190 0.921 -2.429 0.00
H -0.029 1.488 -0.802 0.04
H -2.397 -3.187 -0.356 0.00
H -1.846 0.984 1.539 0.03
H -3.494 1.885 0.305 0.03
Tb -1.208 2.405 -0.132 5.45

[9]
18
Properties=species:S:1:pos:R:3:nbo_charge:R:1 method="wB97M-V/def2-TZVPD" total_energy_ev=-17224.0925 relative_energy_kcal_mol=33.5 smiles=CCCSC.O
C -2.176 -0.147 -1.363 -0.60
C -0.892 -0.155 -0.598 -0.42
C -0.361 1.150 -0.232 -0.52
S 1.269 1.400 0.567 0.19
C 1.122 0.253 1.961 -0.78
H -2.413 -1.103 -1.888 0.22
H -2.991 0.115 -0.766 0.20
H -2.212 0.726 -2.125 0.20
H -0.166 -0.712 -1.358 0.18
H -0.846 -0.844 0.263 0.21
H -1.073 1.795 0.118 0.21
H -0.185 1.703 -1.162 0.22
H 1.552 0.949 2.747 0.23
H 0.156 -0.101 2.221 0.23
H 1.860 -0.613 2.036 0.24
H 1.774 -1.437 -0.432 0.46
H 3.066 -1.063 0.083 0.47
O 2.515 -1.914 -0.070 -0.93

[10]
18
Properties=species:S:1:pos:R:3:nbo_charge:R:1 method="wB97M-V/def2-TZVPD" total_energy_ev=-17215.9291 relative_energy_kcal_mol=23.0 total_charge=+1 multiplicity=2 s_squared=0.75
C -0.067 0.748 -2.084 -0.61
C -0.569 -0.430 -1.221 -0.38
C -0.109 -0.206 0.236 -0.41
C -0.554 -1.444 1.051 -0.58
S 0.330 -1.614 2.596 0.71
H -0.251 0.440 -3.114 0.24
H -0.677 1.617 -1.861 0.22
H 1.000 0.888 -2.018 0.22
H -0.203 -1.381 -1.608 0.21
H -1.658 -0.431 -1.293 0.21
H -0.447 0.778 0.544 0.22
H 0.978 -0.167 0.196 0.25
H -0.343 -2.316 0.437 0.28
H -1.612 -1.373 1.290 0.28
H -0.436 -0.759 3.311 0.15
H 1.692 1.995 1.947 0.47
H 1.039 1.814 0.574 0.46
O 1.888 1.843 1.018 -0.92

[11]
19
Properties=species:S:1:pos:R:3:nbo_charge:R:1 method="wB97M-V/def2-TZVPD" total_energy_ev=-28058.8190 relative_energy_kcal_mol=34.3 total_charge=-1 multiplicity=2 s_squared=0.75
C 1.733 0.656 -1.151 -0.47
C 1.666 2.094 -0.749 -0.61
C 0.306 0.275 -1.535 -0.45
S -1.168 0.173 -0.202 -0.17
S -0.492 -1.513 0.796 -0.38
C -0.090 -2.704 -0.473 -0.94
H 2.038 -0.072 -0.341 0.21
H 2.404 0.500 -2.022 0.19
H 1.416 2.739 -1.654 0.19
H 2.519 2.470 -0.184 0.20
H 0.953 2.225 -0.021 0.22
H 0.294 -0.698 -1.965 0.20
H 0.025 1.051 -2.238 0.19
H 0.278 -3.607 0.078 0.24
H 0.909 -2.518 -0.898 0.20
H -0.981 -2.911 -1.160 0.21
H 0.089 1.457 2.053 0.47
H -0.761 1.797 3.272 0.46
O -0.538 2.135 2.378 -0.97

[12]
19
Properties=species:S:1:pos:R:3:nbo_charge:R:1 method="wB97M-V/def2-TZVPD" total_energy_ev=-28059.9293 relative_energy_kcal_mol=21.6 smiles=CCCSSC.O
C 2.031 0.842 0.100 -0.40
C 2.713 -0.356 -0.501 -0.62
C 1.078 0.566 1.284 -0.50
S -0.549 -0.301 1.072 0.04
S -0.688 -0.029 -1.071 0.06
C -2.036 -1.192 -1.418 -0.75
H 1.434 1.372 -0.640 0.21
H 2.708 1.558 0.593 0.22
H 2.992 -0.997 0.351 0.20
H 3.525 -0.048 -1.155 0.22
H 2.089 -1.051 -1.068 0.22
H 0.906 1.446 1.897 0.22
H 1.697 -0.174 1.803 0.21
H -1.819 -2.121 -0.863 0.23
H -2.118 -1.493 -2.458 0.24
H -2.943 -0.740 -1.023 0.21
H -4.422 0.940 0.807 0.46
H -2.938 0.648 0.918 0.47
O -3.659 1.128 1.370 -0.93

[13]
19
Properties=species:S:1:pos:R:3:nbo_charge:R:1 method="wB97M-V/def2-TZVPD" total_energy_ev=-28060.4505 relative_energy_kcal_mol=9.6 smiles=CCSSCC.O
C 0.589 1.558 1.420 -0.62
C 2.049 1.109 1.394 -0.53
S 2.336 -0.308 0.304 0.09
S 1.904 0.526 -1.556 0.01
C 0.336 -0.436 -2.060 -0.48
C -0.776 0.518 -2.438 -0.64
H 0.486 2.420 2.081 0.21
H 0.224 1.824 0.431 0.21
H -0.049 0.759 1.796 0.21
H 2.717 1.902 1.076 0.22
H 2.280 0.667 2.365 0.22
H 0.054 -0.921 -1.134 0.23
H 0.736 -1.100 -2.811 0.22
H -1.765 0.121 -2.190 0.22
H -0.766 1.471 -1.910 0.22
H -0.784 0.765 -3.501 0.21
H -3.120 -2.967 2.644 0.46
H -3.277 -4.408 2.234 0.47
O -3.175 -3.499 1.853 -0.93

[14]
19
Properties=species:S:1:pos:R:3:nbo_charge:R:1 method="wB97M-V/def2-TZVPD" total_energy_ev=-22144.7914 relative_energy_kcal_mol=51.1 smiles="C[Si](=O)[Si](C)(C)C"
C -1.500 -0.502 -1.165 -1.09
C -1.790 1.012 1.696 -1.11
C 1.877 -1.861 -0.769 -1.16
C 0.681 1.626 -0.180 -1.02
O 1.914 -0.538 2.111 -1.19
Si -0.746 0.306 0.379 1.08
Si 1.211 -0.764 0.721 1.55
H -0.629 -0.876 -1.665 0.23
H -2.267 -1.308 -1.066 0.25
H -1.946 0.222 -1.839 0.24
H -2.354 1.736 1.249 0.24
H -2.588 0.419 2.124 0.26
H -1.239 1.492 2.503 0.27
H 2.208 -2.874 -0.545 0.27
H 1.187 -1.974 -1.609 0.23
H 2.881 -1.588 -1.121 0.26
H 0.728 2.570 0.246 0.25
H 1.672 1.207 0.199 0.22
H 0.701 1.694 -1.270 0.24

[15]
17
Properties=species:S:1:pos:R:3:nbo_charge:R:1 method="wB97M-V/def2-TZVPD" total_energy_ev=-15177.3698 relative_energy_kcal_mol=7.8 smiles=CCS.CC
C -0.210 1.958 -1.230 -0.49
C 1.255 2.144 -1.510 -0.62
S -0.690 0.185 -1.187 -0.07
H -0.592 2.338 -0.298 0.21
H -0.748 2.360 -2.057 0.21
H 1.648 3.160 -1.583 0.22
H 0.514 -0.389 -1.150 0.12
H 1.474 1.648 -2.452 0.21
H 1.953 1.677 -0.808 0.21
C -0.841 -2.515 1.170 -0.61
C -0.387 -1.241 1.878 -0.61
H -0.204 -3.363 1.440 0.20
H -1.841 -2.777 1.505 0.21
H -0.687 -2.444 0.096 0.20
H 0.547 -0.845 1.467 0.20
H -0.111 -1.485 2.904 0.20
H -1.080 -0.411 1.816 0.21

[16]
17
Properties=species:S:1:pos:R:3:nbo_charge:R:1 method="wB97M-V/def2-TZVPD" total_energy_ev=-15177.4620 relative_energy_kcal_mol=5.6 smiles=CCS.CC
C -1.181 2.159 -0.472 -0.51
C -0.442 1.590 0.737 -0.62
S -1.818 0.820 -1.522 -0.04
H -1.993 2.778 -0.092 0.21
H -0.509 2.827 -1.013 0.21
H -1.053 0.819 1.222 0.21
H -2.373 1.682 -2.382 0.12
H -0.345 2.327 1.540 0.22
H 0.549 1.204 0.511 0.21
C 0.399 -1.967 0.297 -0.61
C 1.929 -2.064 0.071 -0.61
H -0.026 -1.302 -0.442 0.21
H -0.126 -2.924 0.317 0.20
H 0.165 -1.599 1.291 0.20
H 2.483 -2.053 1.003 0.21
H 2.113 -3.007 -0.443 0.20
H 2.227 -1.291 -0.623 0.21

[17]
17
Properties=species:S:1:pos:R:3:nbo_charge:R:1 method="wB97M-V/def2-TZVPD" total_energy_ev=-15177.4254 relative_energy_kcal_mol=6.5 smiles=CSC.CC
C 0.611 0.917 -1.300 -0.62
C -0.170 1.179 -2.578 -0.61
H 0.061 1.435 -0.509 0.21
H 0.644 -0.126 -0.986 0.19
H 1.637 1.278 -1.227 0.21
H 0.226 0.692 -3.470 0.20
H -0.312 2.238 -2.782 0.21
H -1.176 0.759 -2.473 0.20
C -1.404 -0.893 1.207 -0.76
C 1.133 -0.969 2.216 -0.72
S -0.387 0.094 2.314 0.17
H -1.515 -1.920 1.537 0.22
H -2.415 -0.469 1.313 0.23
H -1.188 -0.697 0.162 0.22
H 1.338 -1.015 1.152 0.21
H 0.976 -1.965 2.629 0.21
H 1.941 -0.537 2.796 0.23

[18]
17
Properties=species:S:1:pos:R:3:nbo_charge:R:1 method="wB97M-V/def2-TZVPD" total_energy_ev=-15176.5670 relative_energy_kcal_mol=26.3 smiles=CSC.CC
C -1.976 -1.160 -0.911 -0.79
C 0.595 -1.506 -1.897 -0.70
S -1.225 -1.362 -2.505 0.19
H -1.776 -0.321 -0.211 0.22
H -3.102 -1.173 -1.044 0.23
H -1.685 -1.970 -0.199 0.21
H 0.932 -0.991 -1.034 0.21
H 1.256 -1.225 -2.666 0.22
H 0.758 -2.598 -1.634 0.21
C 0.483 1.427 0.831 -0.61
C 0.923 1.683 2.218 -0.62
H 1.145 1.834 0.101 0.21
H 0.552 0.370 0.592 0.19
H -0.499 1.775 0.566 0.20
H 0.300 1.517 3.035 0.21
H 1.463 2.589 2.439 0.21
H 1.855 1.113 2.320 0.20

[19]
17
Properties=species:S:1:pos:R:3:nbo_charge:R:1 method="wB97M-V/def2-TZVPD" total_energy_ev=-15176.3671 relative_energy_kcal_mol=30.9 smiles=CSC.CC
C -1.143 -0.386 -2.910 -0.72
C 0.655 1.781 -1.869 -0.73
S -1.060 1.466 -2.574 0.11
H -1.797 -0.791 -3.633 0.23
H -0.143 -0.580 -3.274 0.21
H -1.468 -0.977 -2.034 0.21
H 0.642 1.311 -0.862 0.22
H 0.941 2.836 -1.726 0.24
H 1.326 1.220 -2.662 0.22
C -0.085 -0.227 3.233 -0.62
C 0.465 -1.255 2.232 -0.62
H -0.457 -0.752 4.065 0.21
H 0.731 0.508 3.441 0.20
H -0.775 0.428 2.649 0.21
H 1.545 -1.256 2.428 0.20
H 0.468 -1.070 1.132 0.20
H 0.156 -2.255 2.364 0.20

[20]
17
Properties=species:S:1:pos:R:3:nbo_charge:R:1 method="wB97M-V/def2-TZVPD" total_energy_ev=-15177.4542 relative_energy_kcal_mol=5.8 smiles=CCS.CC
C -1.534 1.340 -1.693 -0.51
C -1.432 0.644 -0.340 -0.62
S -2.495 0.448 -2.964 -0.06
H -1.944 2.343 -1.647 0.21
H -0.521 1.480 -2.070 0.21
H -1.321 -0.431 -0.466 0.21
H -3.236 -0.314 -2.148 0.12
H -2.308 0.898 0.245 0.21
H -0.534 0.975 0.168 0.21
C 2.246 -0.369 0.945 -0.60
C 1.627 -1.504 1.817 -0.60
H 3.208 -0.041 1.322 0.21
H 2.325 -0.749 -0.077 0.20
H 1.527 0.444 0.858 0.19
H 2.114 -2.445 1.595 0.21
H 0.560 -1.566 1.612 0.20
H 1.719 -1.153 2.842 0.20